Model i:
The following is a quantum chemistry calculation of a single C3H5NO2 molecule, from the OMol25 dataset.

Structure (XYZ):
```
11
Properties=species:S:1:pos:R:3:lowdin_charge:R:1
C 1.36 0.05 -1.52 -0.0134
C -1.50 -0.13 0.53 -0.1296
C -0.85 -0.02 1.87 -0.1992
H 0.64 -0.25 -2.26 0.0661
H 1.70 1.20 -1.62 0.1242
H 2.30 -0.44 -1.39 0.0645
H -2.52 -0.25 0.38 0.0961
H -0.98 -0.86 2.55 0.1147
N -0.72 -0.19 -0.40 0.0174
O 0.60 0.01 -0.23 -0.1878
O -0.04 0.88 2.09 0.0470
```

Computed properties:
- structure (SMILES) = CO/N=C\C=O
- Kohn-Sham gap (eV) = 10.009
- E_LUMO (eV) = 0.6266
- E_HOMO (eV) = -9.38

Model ii:
The following is a quantum chemistry calculation of a single C3H5NO2 molecule, from the OMol25 dataset.

Structure (XYZ):
```
11
Properties=species:S:1:pos:R:3:lowdin_charge:R:1
O -1.11 1.15 -1.20 0.1027
C -1.20 -0.11 -0.94 -0.0934
C -0.47 -0.61 0.14 -0.2473
N 0.08 0.50 0.91 -0.0274
C 1.39 0.33 0.90 -0.3768
O 1.96 -0.63 0.31 -0.0619
H -1.85 -0.67 -1.61 0.1436
H -0.89 -1.47 0.66 0.1380
H 0.67 -1.04 -0.21 0.1709
H -0.57 1.48 -0.39 0.1263
H 2.00 1.07 1.43 0.1254
```

Computed properties:
- Kohn-Sham gap (eV) = 9.170
- E_LUMO (eV) = -0.1180
- E_HOMO (eV) = -9.29

The most stable of them is model ii.

Model i:
The following is a quantum chemistry calculation of a single C4H4ClF molecule, from the OMol25 dataset.

Structure (XYZ):
```
10
Properties=species:S:1:pos:R:3:lowdin_charge:R:1
C -0.03 -2.00 -0.03 -0.5963
C 0.28 -0.59 0.38 -0.0490
C 0.34 0.62 0.20 -0.0056
C 0.08 2.02 0.15 -0.2075
H 0.76 -2.68 0.11 0.0167
H -0.97 -2.41 0.72 0.1476
H 0.48 2.59 1.05 0.1392
H -1.01 2.22 0.03 0.1338
F 0.68 2.70 -0.94 -0.0775
Cl -0.61 -2.48 -1.67 0.4987
```

Computed properties:
- structure (SMILES) = FCC#CCCl
- Kohn-Sham gap (eV) = 10.752
- E_LUMO (eV) = 0.3891
- E_HOMO (eV) = -10.36

Model ii:
The following is a quantum chemistry calculation of a single C4H4ClF molecule, from the OMol25 dataset.

Structure (XYZ):
```
10
Properties=species:S:1:pos:R:3:lowdin_charge:R:1
C 0.20 0.72 -0.70 -0.1237
C -0.84 0.23 0.25 -0.3810
C 1.42 0.22 -0.74 0.0079
C -0.67 -0.84 1.03 -0.4916
F -2.05 0.75 -0.04 0.0408
Cl -1.87 -1.50 2.11 0.6197
H -0.40 1.33 -1.41 0.1214
H 1.85 -0.35 0.13 0.0845
H 2.01 0.54 -1.66 0.0858
H 0.34 -1.09 1.04 0.0361
```

Computed properties:
- structure (SMILES) = C=C/C(F)=C/Cl
- Kohn-Sham gap (eV) = 9.435
- E_LUMO (eV) = 0.3765
- E_HOMO (eV) = -9.06

The most stable of them is model ii.

Model i:
The following is a quantum chemistry calculation of 2 unconnected molecules or ions with the total composition C4H9O2, from the OMol25 dataset.

Structure (XYZ):
```
15
Properties=species:S:1:pos:R:3:lowdin_charge:R:1
C -0.59 2.83 -0.92 -0.1848
C -0.13 1.44 -0.57 -0.1886
H -0.06 3.62 -0.35 0.0665
H -0.45 3.05 -1.97 0.0518
H -1.56 2.94 -0.49 0.0435
H 0.13 1.42 0.48 0.0635
H -0.62 0.46 -0.64 0.0602
H 0.73 1.08 -1.18 0.0742
C -0.06 -2.86 0.60 -0.0701
C 0.95 -1.76 1.11 -0.7902
O 0.65 -1.39 2.27 -0.1173
O 1.84 -1.50 0.26 -0.1175
H 0.42 -3.55 -0.07 0.0398
H -0.84 -2.38 0.02 0.0376
H -0.39 -3.39 1.47 0.0315
```

Computed properties:
- Kohn-Sham gap (eV) = 7.353
- E_LUMO (eV) = 3.7324
- charge = -1
- E_HOMO (eV) = -3.62

Model ii:
The following is a quantum chemistry calculation of a molecular structure, C4H9O2, from the OMol25 dataset.

Structure (XYZ):
```
15
Properties=species:S:1:pos:R:3:lowdin_charge:R:1
C -0.85 -0.18 0.11 -0.1982
C 0.05 0.86 0.91 -0.2375
C 1.11 1.59 -0.02 -0.6292
O 0.74 2.25 -1.12 -0.3588
C -0.15 -1.55 -0.37 -0.2502
O -1.14 -2.52 -0.81 -0.1120
H -1.16 0.30 -0.80 0.0813
H -1.64 -0.53 0.72 0.0663
H -0.58 1.81 1.12 0.1078
H 0.76 0.34 1.67 0.1041
H 1.84 0.72 -0.26 0.0552
H 1.88 2.33 0.85 0.0970
H 0.55 -1.29 -1.23 0.1178
H 0.39 -2.05 0.52 0.1228
H -1.80 -2.07 -1.28 0.0335
```

Computed properties:
- Kohn-Sham gap (eV) = 6.202
- E_LUMO (eV) = 3.6896
- charge = -1
- E_HOMO (eV) = -2.51

The most stable of them is model i.

Model i:
The following is a quantum chemistry calculation of 2 unconnected molecules or ions with the total composition C4H9O2, from the OMol25 dataset.

Structure (XYZ):
```
15
Properties=species:S:1:pos:R:3:lowdin_charge:R:1
C 0.43 -1.40 2.20 -0.0548
C 0.97 0.05 1.85 -0.7894
O 0.10 0.73 1.25 -0.1222
O 2.13 0.31 2.17 -0.0947
H 1.24 -2.14 2.19 0.0440
H -0.26 -1.62 1.40 0.0355
H -0.12 -1.34 3.14 0.0463
C -1.01 1.25 -1.93 -0.1880
C 0.01 0.14 -1.67 -0.1683
H -1.15 1.52 -2.98 0.0448
H -1.99 0.96 -1.56 0.0560
H -0.81 2.13 -1.32 0.0563
H 1.00 0.22 -2.11 0.0605
H -0.48 -0.78 -2.02 0.0537
H -0.06 -0.03 -0.61 0.0203
```

Computed properties:
- Kohn-Sham gap (eV) = 8.022
- E_LUMO (eV) = 4.1195
- charge = -1
- E_HOMO (eV) = -3.90

Model ii:
The following is a quantum chemistry calculation of 2 unconnected molecules or ions with the total composition C4H9O2, from the OMol25 dataset.

Structure (XYZ):
```
15
Properties=species:S:1:pos:R:3:lowdin_charge:R:1
C -0.12 1.72 -0.34 -0.1841
C -1.09 1.55 -1.47 -0.1854
H 0.34 2.73 -0.13 0.0712
H -0.25 1.30 0.64 0.0284
H 0.73 1.02 -0.56 0.0807
H -1.78 2.34 -1.80 0.0541
H -0.66 1.10 -2.37 0.0645
H -1.79 0.76 -1.21 0.0563
C 0.00 -1.76 1.32 -0.0585
C 1.41 -1.93 0.58 -0.8016
O 2.33 -1.80 1.43 -0.1334
O 1.48 -1.94 -0.66 -0.1101
H -0.04 -0.67 1.49 0.0340
H 0.26 -2.22 2.29 0.0482
H -0.84 -2.21 0.81 0.0359
```

Computed properties:
- Kohn-Sham gap (eV) = 7.632
- E_LUMO (eV) = 3.8461
- charge = -1
- E_HOMO (eV) = -3.79

Model iii:
The following is a quantum chemistry calculation of a gas-phase ion, C4H9O2 (charge -1), from the OMol25 dataset.

Structure (XYZ):
```
15
Properties=species:S:1:pos:R:3:lowdin_charge:R:1
C -1.46 -0.36 0.27 -0.2062
O -2.82 -0.22 -0.44 -0.1483
C -0.39 0.23 -0.62 -0.2135
C 0.86 0.55 0.20 -0.2350
C 2.10 -0.36 0.03 -0.5864
O 3.15 0.03 0.80 -0.3916
H -1.50 -1.42 0.49 0.1078
H -1.60 0.28 1.13 0.0987
H -3.31 0.43 0.05 0.0345
H -0.14 -0.44 -1.45 0.1055
H -0.89 1.10 -1.03 0.0976
H 0.71 0.39 1.27 0.0902
H 1.16 1.59 0.06 0.0952
H 1.81 -1.39 0.34 0.0747
H 2.33 -0.40 -1.08 0.0769
```

Computed properties:
- structure (SMILES) = [O-]CCCCO
- Kohn-Sham gap (eV) = 5.571
- E_LUMO (eV) = 3.4378
- charge = -1
- E_HOMO (eV) = -2.13

Model iv:
The following is a quantum chemistry calculation of 2 unconnected molecules or ions with the total composition C4H9O2, from the OMol25 dataset.

Structure (XYZ):
```
15
Properties=species:S:1:pos:R:3:lowdin_charge:R:1
C 1.56 0.47 -1.15 -0.1650
C 1.55 1.33 -2.41 -0.1796
H 1.39 1.14 -0.29 0.0595
H 0.69 -0.18 -1.08 0.0523
H 2.53 0.06 -0.91 0.0553
H 0.54 1.69 -2.58 0.0601
H 1.79 0.73 -3.29 0.0463
H 2.19 2.21 -2.36 0.0492
C -0.21 -0.61 2.20 -0.0609
C -1.03 -0.52 0.87 -0.8289
O -0.95 -1.51 0.12 -0.1133
O -1.65 0.56 0.71 -0.1116
H -0.80 -0.23 3.04 0.0450
H 0.59 0.12 2.08 0.0439
H 0.16 -1.62 2.34 0.0477
```

Computed properties:
- Kohn-Sham gap (eV) = 7.960
- E_LUMO (eV) = 4.0542
- charge = -1
- E_HOMO (eV) = -3.91

The most stable of them is model iv.